[1]
Entry from OMol25: 3 unconnected molecules or ions with the total composition C19H20F10O2P2 (ωB97M-V/def2-TZVPD).

XYZ file:
```
53
Properties=species:S:1:pos:R:3
O 4.1981 0.1696 0.9417
P 3.8497 0.1075 -0.5053
P 3.7613 2.1013 -1.4102
C 3.1691 3.0156 0.0749
C 1.9255 2.6066 0.8764
O 1.3478 1.3625 0.4771
C 0.6644 0.7925 1.5719
C -0.1915 -0.4072 1.1673
F -0.3585 -1.1394 2.3002
F 0.4433 -1.1874 0.2602
C -1.6268 -0.1021 0.6102
F -2.0551 1.0710 1.1512
F -2.4735 -1.0679 1.0028
C -1.8105 0.0256 -0.9297
F -3.1252 0.2725 -1.1193
F -1.5207 -1.1500 -1.5164
C -0.9881 1.1739 -1.5782
F -1.7130 1.7510 -2.5581
F 0.1299 0.6480 -2.1262
H 2.6753 -0.5803 -0.8403
H 4.8128 -0.5433 -1.2969
H 2.5365 1.9695 -2.0915
H 3.0262 4.0401 -0.2929
H 4.0393 3.0474 0.7369
H 2.2127 2.5415 1.9349
H 1.1508 3.3843 0.8004
H 1.3775 0.4115 2.3184
H 0.0203 1.5332 2.0614
H -0.6863 1.9369 -0.8543
F -3.6504 2.1459 6.3542
C -3.3342 0.8801 6.0076
C -3.1853 0.5763 4.6693
C -2.8569 -0.7255 4.3176
C -2.6884 -1.6939 5.2985
C -2.8473 -1.3599 6.6362
C -3.1724 -0.0613 7.0035
H -3.3303 1.3473 3.9239
H -2.7090 -0.9794 3.2801
H -2.4311 -2.7068 5.0189
H -2.7172 -2.1128 7.4025
H -3.2990 0.2240 8.0389
F 3.3004 -1.3036 -4.6330
C 2.1173 -1.6296 -5.2028
C 2.0985 -2.5778 -6.2046
C 0.8753 -2.9055 -6.7732
C -0.2918 -2.2920 -6.3379
C -0.2383 -1.3412 -5.3275
C 0.9764 -1.0005 -4.7507
H 3.0201 -3.0435 -6.5255
H 0.8361 -3.6477 -7.5595
H -1.2408 -2.5552 -6.7852
H -1.1448 -0.8596 -4.9839
H 1.0447 -0.2682 -3.9615
```

Calculated values
Net charge   0
Orbital gap   9.8 eV
SMILES string   O=[PH2]PCCOCC(F)(F)C(F)(F)C(F)(F)C(F)F.Fc1ccccc1.Fc1ccccc1

natural (NBO) population analysis, charges in e, atoms 1 to 8: -1.100, 1.242, 0.242, -0.722, -0.068, -0.558, -0.133, 0.623

=====

[2]
Entry from OMol25: a molecular structure, C5H5Br2NS in a non-equilibrium geometry (ωB97M-V/def2-TZVPD).

XYZ file:
```
14
Properties=species:S:1:pos:R:3
C -0.5867 -0.0710 -1.7450
C -0.4124 0.1073 -0.4046
C -0.5037 1.4695 -0.0363
C -0.2978 1.8621 1.4488
C 1.1949 -3.4730 0.6896
N -0.6907 2.3014 -1.0449
S -0.8165 1.4743 -2.4543
Br -0.1129 -1.4255 0.7971
Br 1.3308 -4.0832 -0.9735
H -0.3471 -0.9815 -2.3915
H 0.5605 1.4604 1.9267
H -0.2584 3.0007 1.2998
H -1.1545 1.3157 1.9677
H 2.0946 -2.9570 0.9205
```

Calculated values
Net charge   0
ΔE to the lowest compared entry with this formula, charge and spin   86.0 kcal/mol
Orbital gap   7.9 eV

natural (NBO) population analysis, charges in e, atoms 1 to 8: -0.443, -0.174, 0.172, -0.657, -0.401, -0.605, 0.667, 0.198

=====

[3]
Entry from OMol25: C3H3ClOS in the gas phase in a non-equilibrium geometry (ωB97M-V/def2-TZVPD).

XYZ file:
```
9
Properties=species:S:1:pos:R:3
C 0.8223 -0.7483 -0.0286
C -0.4363 0.1605 -0.0344
C -0.3375 1.4912 0.0068
H -0.4654 -2.1521 0.1289
H -1.1246 2.2327 -0.0264
H 0.6743 1.8880 -0.0152
O 0.4945 -2.0498 -0.0207
S 2.3588 -0.2094 -0.0033
Cl -1.9862 -0.6129 -0.0072
```

Calculated values
Net charge   0
ΔE to the lowest compared entry with this formula, charge and spin   10.0 kcal/mol
Orbital gap   8.6 eV
SMILES string   C=C(Cl)C(O)=S

natural (NBO) population analysis, charges in e, atoms 1 to 8: 0.186, -0.160, -0.315, 0.490, 0.222, 0.237, -0.641, -0.028

=====

[4]
Entry from OMol25: C5H5Br in the gas phase in a non-equilibrium geometry (ωB97M-V/def2-TZVPD).

XYZ file:
```
11
Properties=species:S:1:pos:R:3
C 0.5651 -0.1244 0.1056
C 1.6717 0.4451 0.4778
C -0.8471 0.2846 0.1572
C -0.6839 -1.0952 -0.3163
C 2.8400 1.1164 0.7090
Br 3.7927 1.0465 2.4075
H -1.1758 0.5534 1.1404
H -1.2780 1.1117 -0.5893
H -1.0079 -1.9450 0.2779
H -0.5371 -1.1525 -1.4181
H 3.0261 1.7768 -0.1492
```

Calculated values
Net charge   0
ΔE to the lowest compared entry with this formula, charge and spin   49.5 kcal/mol
Orbital gap   9.2 eV
SMILES string   BrC=C=C1CC1

natural (NBO) population analysis, charges in e, atoms 1 to 8: -0.076, 0.058, -0.436, -0.369, -0.397, 0.052, 0.231, 0.214

=====

| no. | HOMO level (hartree) | M (g mol⁻¹) |
| --- | --- | --- |
| 1 | -0.34277 | 532.30 |
| 2 | -0.31567 | 270.98 |
| 3 | -0.33586 | 122.58 |
| 4 | -0.31424 | 145.00 |